(1)
{"formula": "C32H24N5O2PRu", "method": "wB97M-V/def2-TZVPD", "e_tot_ha": -2094.1602, "orbital_gap_ha": [0.2023, 0.2310], "s_squared": 0.796, "charge": 1, "relative_energy_kj_mol": 227.92, "spin_multiplicity": 2, "symbols": ["Ru", "C", "C", "C", "C", "N", "C", "N", "C", "N", "C", "N", "C", "C", "C", "C", "C", "N", "C", "C", "C", "C", "C", "C", "H", "H", "H", "H", "H", "H", "H", "H", "H", "H", "H", "H", "O", "C", "O", "C", "P", "C", "C", "C", "C", "C", "C", "C", "C", "C", "C", "C", "C", "H", "H", "H", "H", "H", "H", "H", "H", "H", "H", "H", "H"], "coordinates": [[-0.02362, 0.00887, -0.36972], [4.22734, -0.49482, 0.47097], [4.40971, -1.81825, 0.54592], [3.25410, -2.73396, 0.50397], [1.94271, -2.07175, 0.74487], [1.80764, -0.73432, 0.34526], [2.89057, -0.00474, 0.28448], [0.99787, -2.80031, 1.22054], [-0.32686, -2.48135, 1.22707], [-0.91180, -1.44615, 0.68069], [-2.31676, -1.62259, 0.74647], [-3.21496, -0.84003, 0.31253], [-3.04663, 0.40625, -0.29034], [-4.22953, 1.13148, -0.44109], [-4.20364, 2.38600, -1.01268], [-2.98526, 2.89287, -1.44317], [-1.85266, 2.12310, -1.28445], [-1.86722, 0.90196, -0.71924], [-2.56749, -2.90472, 1.43501], [-3.73060, -3.56908, 1.75536], [-3.60225, -4.79011, 2.41697], [-2.35359, -5.31281, 2.73670], [-1.18091, -4.63651, 2.40584], [-1.31919, -3.42844, 1.75643], [5.04153, 0.21306, 0.45333], [5.40176, -2.25048, 0.58542], [3.37456, -3.58745, 1.16802], [2.74013, 1.03794, 0.02491], [-5.14366, 0.67558, -0.09176], [-5.11460, 2.95770, -1.12272], [-2.90404, 3.86940, -1.89728], [-0.87686, 2.46156, -1.60947], [-4.69807, -3.15938, 1.50196], [-4.49052, -5.34504, 2.68571], [-2.29500, -6.26178, 3.25143], [-0.20575, -5.03584, 2.64602], [3.06103, 1.28013, -2.40700], [1.87125, 1.06132, -2.29672], [1.10393, 1.50835, -1.34761], [1.12414, 0.17901, -3.30174], [0.09114, -0.97740, -2.34521], [1.09164, -2.46918, -2.05831], [2.44546, -2.38340, -1.89177], [3.13769, -3.38823, -1.03880], [2.41306, -4.67903, -0.92304], [1.10100, -4.78136, -1.25404], [0.39576, -3.66108, -1.74156], [-1.23286, -1.50969, -3.44102], [-2.53573, -1.05091, -3.26443], [-3.53237, -1.43450, -4.15057], [-3.22654, -2.27514, -5.20921], [-1.92774, -2.73532, -5.38645], [-0.92960, -2.35817, -4.50478], [1.77606, -0.33462, -4.00827], [0.45225, 0.83114, -3.86758], [2.99102, -1.48901, -2.16983], [4.17922, -3.53688, -1.33150], [2.94646, -5.52113, -0.50221], [0.57932, -5.71959, -1.11875], [-0.67416, -3.72192, -1.89563], [-2.77177, -0.39628, -2.43844], [-4.54436, -1.07880, -4.01277], [-4.00211, -2.57687, -5.90027], [-1.69342, -3.39210, -6.21292], [0.08053, -2.72478, -4.64137]], "atomic_forces_ev_per_a": [[-0.2589, 0.1820, 0.0507], [-0.0313, -0.0485, 0.0308], [-0.0010, 0.0146, -0.0132], [-0.0212, 0.0002, -0.1257], [0.2319, 0.2569, -0.0285], [-0.0599, -0.1742, -0.0913], [0.0712, 0.1480, 0.0760], [-0.3513, -0.1122, 0.1285], [0.2527, -0.2401, 0.1908], [-0.0674, 0.1719, -0.3574], [-0.0666, 0.0828, 0.0101], [0.0702, -0.0909, 0.0763], [-0.0548, 0.0535, 0.1601], [0.0445, 0.0135, -0.0228], [0.0359, -0.0103, -0.0123], [-0.0065, -0.0184, -0.0108], [0.0000, 0.0283, -0.0734], [0.0265, 0.0957, 0.2103], [0.0076, -0.0205, -0.0058], [0.0251, -0.0055, 0.0272], [-0.0170, 0.0256, -0.0160], [0.0224, 0.0034, 0.0059], [-0.0296, 0.0045, 0.0049], [-0.0460, 0.0555, -0.0223], [0.0135, 0.0129, -0.0005], [0.0186, -0.0127, -0.0011], [-0.0199, 0.0213, 0.0073], [0.0114, -0.0325, -0.0253], [0.0001, -0.0046, 0.0082], [-0.0096, 0.0105, -0.0058], [-0.0016, 0.0062, -0.0097], [-0.0202, 0.0114, 0.0294], [-0.0227, 0.0036, -0.0071], [-0.0125, -0.0051, 0.0060], [0.0026, -0.0171, 0.0056], [0.0220, -0.0110, 0.0012], [0.0449, -0.0547, 0.0445], [-0.0654, -0.0216, -0.1394], [-0.0994, 0.0580, 0.2249], [-0.0468, -0.0475, -0.1803], [0.7591, -0.1396, 0.1627], [-0.2500, -0.1849, -0.2849], [-0.0155, -0.0730, 0.0995], [0.0351, 0.0156, 0.0713], [-0.0865, 0.0716, -0.0953], [0.0940, -0.0023, 0.0750], [0.0878, 0.0780, -0.0424], [-0.2285, 0.0900, 0.2265], [0.0074, -0.0529, -0.0721], [0.0357, -0.0087, -0.0017], [-0.0272, -0.0041, -0.0167], [0.0171, -0.0246, -0.0300], [-0.0415, 0.0191, -0.0395], [0.0541, 0.0704, 0.0476], [-0.0339, -0.0591, 0.0234], [0.0271, 0.0201, -0.0473], [-0.0221, 0.0002, 0.0151], [0.0161, -0.0259, -0.0166], [0.0010, -0.0196, -0.0023], [-0.0071, -0.0015, -0.0231], [-0.0071, -0.0856, -0.1807], [-0.0146, 0.0056, 0.0080], [-0.0035, -0.0018, -0.0074], [-0.0018, -0.0089, -0.0146], [0.0135, -0.0110, -0.0045]]}


(2)
{"formula": "C2H5ClOS", "method": "wB97M-V/def2-TZVPD", "e_tot_ha": -1012.5810, "orbital_gap_ha": [0.2324, 0.2513], "s_squared": 2.011, "charge": 0, "relative_energy_kj_mol": 273.34, "spin_multiplicity": 3, "symbols": ["C", "C", "O", "S", "Cl", "H", "H", "H", "H", "H"], "coordinates": [[-0.79737, 0.71959, 0.19356], [-0.00205, -0.44647, 0.62643], [1.69419, 0.12210, 0.49621], [0.01831, -1.99713, -0.46280], [-0.53701, 1.21997, -1.53611], [-0.53137, 1.71811, 0.69715], [-1.81009, 0.32837, 0.17655], [-0.05517, -0.65476, 1.73717], [1.44794, 0.37542, -0.44944], [0.57262, -1.38519, -1.47871]], "atomic_forces_ev_per_a": [[-0.1346, 0.2984, 0.2057], [-3.7350, -2.6929, 1.2475], [3.8700, 1.3508, -1.8957], [-0.3826, 1.4398, 2.2857], [0.4704, -0.0541, -0.6392], [-0.9420, -1.9111, 0.0187], [-0.5652, 1.1400, 0.2187], [0.1921, 0.0104, -1.6128], [0.8973, 0.0335, 1.0358], [0.3298, 0.3851, -0.8644]]}


(3)
{"formula": "C4H7N3", "method": "wB97M-V/def2-TZVPD", "smiles": "C/C=C1/CNN=N1", "e_tot_ha": -320.8122, "orbital_gap_ha": 0.3378, "charge": 0, "relative_energy_kj_mol": 186.80, "symbols": ["C", "C", "C", "C", "N", "N", "N", "H", "H", "H", "H", "H", "H", "H"], "coordinates": [[-2.16644, 0.84553, 0.33216], [-1.04349, 0.31963, -0.50388], [0.19054, 0.09176, -0.05749], [1.24109, -0.78686, -0.67801], [2.35472, -0.43938, 0.17957], [1.88699, 0.10807, 1.33698], [0.68555, 0.45237, 1.23768], [-2.96600, 0.09446, 0.37178], [-1.82797, 1.03220, 1.35243], [-2.60444, 1.75948, -0.07931], [0.88774, -1.81552, -0.52119], [-1.27170, -0.00374, -1.52062], [1.46150, -0.64125, -1.73589], [3.17188, -1.01675, 0.28580]], "atomic_forces_ev_per_a": [[-0.0167, 0.0947, 0.0558], [0.1518, -0.0890, 0.0958], [-0.3177, -0.1702, -0.1391], [-0.0641, -0.0549, -0.0828], [0.0691, 0.0166, -0.0262], [-0.3455, 0.1745, -0.1223], [0.2402, -0.1497, 0.0046], [0.0952, 0.1320, -0.0210], [-0.0537, 0.0699, -0.1200], [0.0540, -0.0568, 0.0341], [0.3572, -0.1115, -0.0974], [0.0093, 0.0307, 0.2022], [-0.0873, 0.1508, 0.1090], [-0.0919, -0.0371, 0.1075]]}


(4)
{"formula": "C3H8NO2", "method": "wB97M-V/def2-TZVPD", "e_tot_ha": -323.4666, "orbital_gap_ha": [0.3761, 0.2181], "s_squared": 0.756, "charge": 2, "relative_energy_kj_mol": 287.16, "spin_multiplicity": 2, "symbols": ["O", "C", "O", "H", "H", "C", "C", "N", "H", "H", "H", "H", "H", "H"], "coordinates": [[-1.63818, 0.71708, 0.51577], [-2.35843, -0.19071, 0.99067], [-2.91090, -1.02702, 0.16580], [-2.80503, -0.19326, 2.03450], [-3.22236, -0.37964, -0.57261], [1.97320, 0.43544, 0.54793], [0.53915, -0.46956, -1.33780], [1.67993, 0.07460, -0.83789], [3.09913, 0.37658, 0.69017], [1.43392, -0.29596, 1.25451], [1.67173, 1.52826, 0.75196], [-0.17657, -0.73411, -0.43729], [0.35897, -0.55139, -2.43281], [2.35544, 0.70970, -1.33291]], "atomic_forces_ev_per_a": [[-0.2266, -0.2450, 0.8805], [-1.7211, 0.3157, 0.7306], [-0.5018, 2.0933, -1.1130], [1.3892, 0.0082, -0.2402], [0.3564, -2.0076, 0.1082], [-0.2344, -0.4321, 2.2142], [3.1555, 1.7499, 3.4139], [-2.8769, 0.8039, -1.8580], [-1.4567, -0.1223, -0.0809], [0.9667, 1.2571, -0.9201], [0.3122, -1.6398, -0.4342], [1.5636, -0.1259, -2.5479], [0.1382, -0.0141, 0.9663], [-0.8642, -1.6413, -1.1194]]}


(5)
{"formula": "C15H17BN2O5S", "method": "wB97M-V/def2-TZVPD", "smiles": "C[C@@H](NC(=O)c1ccccc1NS(=O)(=O)c1ccccc1)B(O)O", "e_tot_ha": -1490.5895, "orbital_gap_ha": 0.2981, "charge": 0, "relative_energy_kj_mol": 65.62, "symbols": ["O", "O", "O", "O", "O", "B", "C", "C", "C", "C", "C", "C", "C", "C", "C", "C", "C", "C", "C", "N", "N", "C", "C", "S", "H", "H", "H", "H", "H", "H", "H", "H", "H", "H", "H", "H", "H", "H", "H", "H", "H"], "coordinates": [[0.48585, -0.49724, 0.19620], [-3.68768, -0.83382, -2.32618], [-4.05752, 1.19603, -0.68546], [5.61123, -0.34266, -0.67302], [4.10342, -1.46224, -2.23103], [4.36403, -0.88996, -1.00121], [1.04234, 0.55217, -0.10969], [-2.40366, -3.08980, 1.97018], [-0.14880, 4.27119, -0.18668], [-1.41765, 4.08251, -0.75523], [-2.30687, -1.78013, 2.31868], [-2.94886, -3.49874, 0.75259], [0.67686, 3.09622, -0.05112], [-1.86312, 2.84535, -1.00984], [-2.62593, -0.85509, 1.35122], [-3.36609, -2.56517, -0.14981], [0.24935, 1.80044, -0.36281], [-1.10993, 1.70233, -0.84598], [-3.12490, -1.24243, 0.15930], [2.36736, 0.47179, -0.22782], [-1.59349, 0.40311, -1.08084], [3.21819, -0.99655, 1.49244], [3.14751, -0.70315, -0.01673], [-3.34248, 0.01185, -1.10690], [6.34046, -0.26793, -1.39705], [4.62932, -1.18955, -3.02006], [-2.03373, -3.85424, 2.61765], [0.13017, 5.22991, 0.24115], [-2.03840, 4.87283, -1.04058], [-1.91440, -1.48409, 3.28810], [-2.97054, -4.50884, 0.33376], [1.55209, 3.16548, 0.62617], [-2.91781, 2.74482, -1.32395], [-2.47608, 0.14263, 1.53404], [-3.65883, -2.90630, -1.11777], [2.86435, 1.28019, -0.60146], [-0.97713, -0.32859, -0.64571], [3.58585, -1.95556, 1.78918], [3.80751, -0.18966, 1.92981], [2.19209, -0.93165, 1.88419], [2.61590, -1.49547, -0.51772]], "atomic_forces_ev_per_a": [[-1.2006, -0.6589, 0.3203], [0.8505, 3.4612, 3.1922], [-0.0453, -1.2531, -0.5413], [1.0490, 0.0508, -1.8552], [0.2091, 0.5462, -0.5726], [1.9296, 1.6343, -0.5699], [-0.3024, -0.6737, 0.0427], [-0.2666, -1.8345, -0.2557], [0.4452, -1.8799, -0.1229], [2.5190, 0.7099, 0.8196], [0.2967, 0.3767, 0.2518], [0.2634, -0.4581, -0.2082], [-0.3916, 1.2110, 1.5730], [-2.1751, -1.5256, -1.1926], [-0.1712, -0.7760, 0.9258], [0.5390, 0.2319, -0.2909], [-1.0364, 0.9511, -0.6280], [1.3035, -1.6479, 0.6784], [-1.3886, 0.4551, -1.3689], [1.6579, 3.1720, -1.2893], [-1.9171, 0.3608, -0.6379], [-0.4826, 1.1574, -0.3359], [-0.2978, -2.1667, 0.3655], [2.0128, -3.0148, -1.9527], [-2.1469, -0.5374, 1.8940], [-0.3695, -0.4721, 1.2487], [0.1288, -0.3311, 0.5214], [0.2827, -0.2066, -0.3241], [-0.8322, 1.3524, 0.0995], [-0.0347, 0.0038, -0.2417], [0.0842, -0.0035, 1.0054], [-0.1864, 0.1491, -0.9209], [1.0683, 0.0696, -0.0401], [0.3576, 2.3773, 0.4263], [-0.4334, 0.2841, -0.4571], [-0.3963, -0.1877, 0.3279], [-0.7866, 0.5257, -0.3682], [0.5545, -0.5917, -0.1241], [0.1042, -0.2160, 0.3407], [0.3369, 0.0393, -0.0929], [-1.1316, -0.6847, 0.3578]]}


> The highest charge belongs to which entry?

C3H8NO2


> Number 3 is which compound?

C4H7N3